38
Properties=species:S:1:pos:R:3 method="wB97M-V/def2-TZVPD" max_force_ev_per_a=0.320 multiplicity=1 relative_energy_kcal_mol=1.7 homo_lumo_gap_ev=6.707 homo_energy_ev=-4.5 total_charge=-1
B 2.3837 -3.5265 2.9354
C 1.9455 -2.5964 1.6496
C 1.0611 -1.3721 1.9427
C -0.2196 -1.6152 2.7291
O -1.3171 -2.1244 1.9551
C -1.2014 -3.4799 1.5846
H 3.1206 -4.4483 2.5442
H 3.0077 -2.8276 3.7574
H 1.4168 -4.0441 3.5294
H 1.4665 -3.1971 0.8621
H 2.8591 -2.2080 1.1760
H 1.6590 -0.6834 2.5587
H 0.7667 -0.8231 1.0360
H -0.6060 -0.6805 3.1444
H -0.0140 -2.3143 3.5481
H -2.2151 -3.8916 1.5428
H -0.6048 -4.0488 2.3040
H -0.7256 -3.5974 0.6052
C -2.2219 2.0418 -0.7554
S -1.6178 0.4097 -0.3104
O -0.3600 0.2834 -1.1010
C -2.8593 -0.5350 -1.1959
H -1.4964 2.7359 -0.3304
H -2.2360 2.1545 -1.8383
H -3.2009 2.2448 -0.3194
H -2.8271 -0.2553 -2.2483
H -3.8394 -0.3425 -0.7593
H -2.5972 -1.5832 -1.0646
C 1.2001 2.8307 -2.3296
S 0.1648 4.2873 -2.4762
O -0.9566 3.9368 -3.3895
C 1.3145 5.2659 -3.4527
H 0.6279 2.0623 -1.8056
H 1.4410 2.4776 -3.3321
H 2.1005 3.0828 -1.7691
H 1.5427 4.7213 -4.3683
H 2.2169 5.4527 -2.8708
H 0.8212 6.2070 -3.6880